Formula: C34H70N2O21S2
Source: OMol25
Level of theory: ωB97M-V/def2-TZVPD

Values from the calculation:
SMILES string: O=S1(=O)CCCC1.O=S1(=O)CCCC1.CCOC(=O)OC.CCOC(=O)OC.CCOC(=O)OC.CCOC(=O)OC.CCOC(=O)OC.CNC(C)=O.CNC(C)=O
Kohn-Sham gap: 9.50 eV

Geometry (Å):
O  9.2970  -9.9240  -13.7597
S  7.8394  -9.9806  -13.7339
O  7.1044  -10.8721  -12.8122
C  7.2683  -8.2599  -13.4319
C  7.3125  -7.5936  -14.8076
C  6.6285  -8.5105  -15.8544
C  7.1343  -9.9853  -15.4658
H  7.8684  -7.8586  -12.6153
H  6.2702  -8.4476  -13.0361
H  6.8245  -6.6228  -14.7214
H  8.3179  -7.4702  -15.2102
H  6.8551  -8.1790  -16.8677
H  5.5573  -8.3749  -15.7053
H  8.0359  -10.2871  -15.9989
H  6.3227  -10.6942  -15.6300
O  0.4117  -7.6602  -28.4499
S  -0.7088  -7.6432  -27.5143
O  -1.6252  -6.5062  -27.4400
C  -1.6335  -9.3247  -27.6799
C  -1.8350  -9.8282  -26.2081
C  -0.4725  -9.5283  -25.5300
C  -0.1008  -8.0740  -25.7954
H  -0.8723  -9.9563  -28.1379
H  -2.6285  -9.3373  -28.1247
H  -2.6586  -9.3687  -25.6616
H  -2.1067  -10.8834  -26.1799
H  0.2282  -10.2786  -25.8963
H  -0.5151  -9.8300  -24.4835
H  0.9742  -7.8952  -25.8214
H  -0.5915  -7.3772  -25.1159
C  12.2944  -13.2702  -16.9226
C  11.9522  -14.1301  -18.2193
O  10.7954  -13.5882  -18.9205
C  10.1235  -14.2989  -19.7967
O  10.3234  -15.4849  -20.0851
O  9.0673  -13.5360  -20.2476
C  8.0195  -14.1044  -21.1100
H  11.4034  -13.1336  -16.3097
H  12.7116  -12.2937  -17.1685
H  13.0477  -13.8330  -16.3713
H  11.5961  -15.0952  -17.8589
H  12.7910  -14.2333  -18.9077
H  7.1345  -13.4683  -21.0951
H  7.7046  -15.1031  -20.8079
H  8.2986  -14.1291  -22.1634
C  7.1351  -1.5816  -23.3612
C  7.4759  -3.0917  -23.6911
O  8.2886  -3.2135  -24.7787
C  8.8506  -4.3945  -25.1329
O  8.6916  -5.5643  -24.6976
O  9.6773  -4.1142  -26.1832
C  10.5793  -5.1673  -26.6135
H  6.8209  -1.0733  -24.2728
H  7.8990  -1.0466  -22.7970
H  6.2672  -1.5623  -22.7020
H  6.6283  -3.6894  -24.0265
H  7.9242  -3.4686  -22.7718
H  10.2114  -6.1753  -26.8047
H  11.2131  -5.4067  -25.7596
H  11.1138  -4.8485  -27.5083
C  10.1278  -9.5784  -31.9310
C  8.9486  -10.1891  -31.1562
O  8.0889  -10.8657  -32.0570
C  7.6362  -12.1024  -31.6837
O  7.8853  -12.7289  -30.6618
O  6.9965  -12.5356  -32.7845
C  6.3481  -13.8173  -32.7616
H  9.6474  -8.8865  -32.6228
H  10.7525  -10.2072  -32.5654
H  10.7115  -9.0673  -31.1653
H  8.2999  -9.4256  -30.7268
H  9.2711  -10.8844  -30.3811
H  5.7229  -13.9500  -31.8787
H  7.0565  -14.6159  -32.9815
H  5.6969  -13.9184  -33.6299
C  5.3926  -6.9537  -33.5287
C  4.8900  -6.1929  -32.3279
O  5.3699  -4.8987  -32.2142
C  6.5934  -4.6275  -31.7756
O  7.4058  -5.4626  -31.3901
O  6.7705  -3.3308  -31.8835
C  7.8819  -2.6983  -31.1698
H  6.4160  -6.6721  -33.7765
H  4.8528  -6.6013  -34.4077
H  5.3129  -8.0408  -33.5234
H  5.1305  -6.6572  -31.3715
H  3.8117  -6.1355  -32.4763
H  7.7731  -1.6297  -31.3553
H  8.7792  -2.9398  -31.7395
H  8.1072  -2.7859  -30.1070
C  9.5957  -1.3313  -18.1000
C  8.4894  -1.9048  -17.1704
O  7.5527  -2.5022  -18.0562
C  6.2874  -2.6127  -17.7766
O  5.7897  -2.3066  -16.6179
O  5.6640  -3.1561  -18.8238
C  4.2787  -3.3821  -18.7618
H  9.6127  -1.9668  -18.9854
H  10.6230  -1.3003  -17.7371
H  9.1953  -0.3541  -18.3700
H  7.9717  -1.0630  -16.7106
H  8.7642  -2.6876  -16.4634
H  3.7150  -2.5757  -19.2309
H  3.9213  -3.6045  -17.7563
H  4.0627  -4.2412  -19.3969
C  1.9820  -0.8994  -24.2850
N  2.5830  -1.4545  -25.5130
C  2.8968  -2.7928  -25.6011
C  3.8755  -3.2544  -26.6809
O  2.5289  -3.6412  -24.7807
H  2.1531  0.1534  -24.0608
H  2.2376  -1.4787  -23.3977
H  0.9120  -1.0901  -24.3680
H  2.8078  -0.8151  -26.2619
H  3.2513  -3.8337  -27.3613
H  4.6085  -3.9398  -26.2554
H  4.3729  -2.4237  -27.1816
C  5.6333  -8.8873  -22.6280
N  5.7758  -8.7072  -24.0424
C  5.3315  -9.5315  -24.9721
C  5.4584  -9.0079  -26.4181
O  5.0179  -10.6988  -24.7701
H  5.2135  -9.8810  -22.4722
H  5.0246  -8.1428  -22.1148
H  6.5867  -8.8386  -22.1019
H  6.4571  -8.0181  -24.3270
H  4.9431  -9.6231  -27.1558
H  6.5054  -8.9820  -26.7201
H  5.0302  -8.0083  -26.4935